Record 1
The following is a DFT calculation (wB97M-V/def2-TZVPD) of a 2-piece molecular cluster, C3H10SSi overall in a non-equilibrium geometry.

Energy relative to the best compared isomer or geometry (same formula, charge and spin): 83.3 kcal per mole
Total charge: 0
Frontier orbital gap (alpha / beta): 8.639 / 7.975 eV
DFT total energy: -21981.676 eV

Cartesian coordinates (Å):
C  1.7235  2.0434  0.1683
C  -1.4052  -0.9735  0.8215
C  0.9485  -0.5756  -1.0852
Si  -0.9655  -0.5677  -1.0093
S  1.9475  -1.8338  -0.1528
H  1.4898  2.2761  1.1911
H  2.5321  1.2836  0.2046
H  1.3425  2.7661  -0.5806
H  -0.7797  -0.4658  1.5287
H  -2.4367  -0.6795  0.9656
H  -1.2872  -2.0762  0.7831
H  1.6624  -0.2288  -1.7955
H  -1.4389  -1.7971  -1.6923
H  -1.4196  0.8520  -1.4349
H  1.1016  -2.5173  0.6549

Mulliken population analysis, charges in e, atoms 1 to 5: C -0.925; C -0.979; C -0.532; Si 0.354; S -0.154


Record 2
The following is a DFT calculation (wB97M-V/def2-TZVPD) of one molecule with the formula C4H9NO2 in a non-equilibrium geometry.

Energy relative to the best compared isomer or geometry (same formula, charge and spin): 16.4 kcal per mole
Total charge: 0
Frontier orbital gap: 10.095 eV
DFT total energy: -9879.351 eV

Cartesian coordinates (Å):
O  -0.6488  -0.3313  2.1392
C  -1.2954  0.2101  1.2876
O  -2.4621  0.8429  1.5729
C  -0.9774  0.3198  -0.1676
C  -0.0988  -0.8107  -0.7011
C  1.4020  -0.6182  -0.3839
N  1.8964  0.7286  -0.6877
H  -2.5206  0.8743  2.5399
H  -1.9023  0.4848  -0.7145
H  -0.4636  1.2806  -0.2744
H  -0.3351  -1.7108  -0.1441
H  -0.2491  -0.9405  -1.7648
H  1.5340  -0.8286  0.6664
H  1.9251  -1.3696  -0.9930
H  1.3326  1.1823  -1.3935
H  2.8634  0.6864  -0.9813

Mulliken population analysis, charges in e, atoms 1 to 5: O -0.548; C 0.472; O -0.459; C -0.362; C -0.725


Record 3
The following is a DFT calculation (wB97M-V/def2-TZVPD) of C16H39As3AuOP as an isolated structure in a non-equilibrium geometry.

Energy relative to the best compared isomer or geometry (same formula, charge and spin): 38.8 kcal per mole
Total charge: +2
Frontier orbital gap (alpha / beta): 4.562 / 4.565 eV
DFT total energy: -214753.394 eV

Cartesian coordinates (Å):
Au  -0.8971  -0.3267  0.2172
C  1.0094  3.9241  -0.7500
As  1.2503  2.0753  -0.1847
C  2.3020  1.4483  -1.7041
C  2.6904  2.3750  1.1381
C  2.9074  1.2782  2.1954
C  3.1283  -0.0924  1.5412
C  1.6729  1.2238  3.1087
As  0.0245  0.4261  2.4154
C  -1.2770  1.8077  2.8152
C  -0.4472  -0.9313  3.7193
C  4.0978  1.6635  3.0976
As  6.0122  1.6246  2.5353
C  6.3664  -0.3029  2.5950
C  6.0464  1.8656  0.5862
H  1.9825  4.4084  -0.8239
H  0.3905  4.4679  -0.0391
H  0.5267  3.9446  -1.7250
H  3.1339  2.1325  -1.8727
H  1.6742  1.4358  -2.5939
H  2.6942  0.4462  -1.5286
H  2.4405  3.3187  1.6291
H  3.6054  2.5375  0.5716
H  2.2745  -0.3500  0.9013
H  3.2390  -0.8755  2.2967
H  4.0188  -0.0933  0.9195
H  1.3719  2.2315  3.3932
H  1.8575  0.6490  4.0155
H  -1.1487  2.1098  3.8523
H  -2.2887  1.4280  2.6825
H  -1.1279  2.6662  2.1646
H  -0.4819  -0.4747  4.7051
H  0.2782  -1.7387  3.7148
H  -1.4274  -1.3320  3.4743
H  4.1134  1.0090  3.9727
H  3.9539  2.6801  3.4678
H  6.0250  -0.7077  3.5472
H  7.4456  -0.4294  2.5382
H  5.9081  -0.8593  1.7778
H  5.8641  2.9099  0.3365
H  5.3608  1.2259  0.0297
H  7.0638  1.6180  0.2855
C  0.6865  -2.5219  -1.1872
C  0.4678  -2.1456  0.2385
O  0.8525  -2.4857  1.2379
H  1.2911  -3.4263  -1.1923
H  1.2076  -1.6968  -1.6821
H  -0.2631  -2.6794  -1.6963
C  -3.1499  -2.0411  -1.9963
P  -2.4348  -0.4331  -1.5830
C  -3.8454  0.6346  -1.2069
C  -1.7454  0.1850  -3.1372
H  -3.9424  -1.8896  -2.7282
H  -3.5688  -2.5172  -1.1104
H  -2.3932  -2.6956  -2.4280
H  -4.5140  0.6453  -2.0676
H  -3.5127  1.6514  -0.9964
H  -4.3831  0.2507  -0.3399
H  -2.5437  0.2808  -3.8743
H  -0.9977  -0.5144  -3.5121
H  -1.2763  1.1567  -2.9848

Mulliken population analysis, charges in e, atoms 1 to 5: Au 0.470; C -1.280; As 0.658; C -1.256; C -1.602